Density functional theory data (wB97M-V/def2-TZVPD) for C38H30F9FeNO3P as an isolated structure.

Computed properties:
- Energy above the lowest of the compared OMol25 structures with the same formula, charge and spin: 10.1 kcal/mol
- E_HOMO (spin up / spin down): -10.5 / -10.5 eV
- Multiplicity: 5
- Net charge: +1

Each line ends with the Mulliken spin population.
Geometry (Å):
Fe: 0.133000 1.748517 0.583712  3.6511
C: -2.724766 0.852070 3.479007  -0.0073
C: -1.623261 1.788774 3.104209  0.0139
C: -1.909172 3.015750 2.499777  0.0073
C: -0.905374 3.942173 2.249945  0.0164
C: 0.413472 3.655227 2.596109  -0.0356
C: 0.711676 2.437226 3.206898  0.0585
C: -0.298708 1.508175 3.447321  -0.0025
H: -3.154420 1.172194 4.428720  0.0009
H: -2.359934 -0.164019 3.598739  0.0003
H: -3.522813 0.858629 2.741971  0.0008
H: -2.936382 3.257998 2.270070  0.0022
H: -1.153136 4.906685 1.833689  0.0033
H: 1.188540 4.393144 2.448496  0.0025
H: 1.712723 2.242962 3.566041  0.0090
H: -0.063373 0.588485 3.965976  0.0019
C: 0.208866 6.511360 -4.565792  0.0001
O: -0.482168 5.384962 -5.064421  -0.0004
C: -0.719793 4.354121 -4.246771  -0.0053
C: -1.377512 3.251229 -4.840985  0.0102
C: -1.691563 2.148711 -4.101768  -0.0058
C: -1.366045 2.051849 -2.733160  -0.0104
C: -1.781708 0.933505 -1.934063  0.0064
C: -2.767702 -0.046478 -2.523565  0.0027
O: -1.375948 0.723682 -0.771517  0.0578
C: -0.637612 3.142981 -2.128658  0.0098
O: -0.249466 3.116452 -0.909579  0.1147
C: -0.360415 4.286578 -2.915643  0.0144
H: 0.322493 7.189247 -5.409604  0.0000
H: 1.196363 6.230416 -4.186971  0.0000
H: -0.359763 7.006238 -3.772958  0.0000
H: -1.632391 3.318852 -5.884795  0.0006
H: -2.183119 1.320844 -4.588403  -0.0001
H: -3.601854 0.467914 -2.992964  0.0001
H: -3.142184 -0.695442 -1.736215  -0.0020
H: -2.267599 -0.657968 -3.273940  0.0018
H: 0.147841 5.098694 -2.420681  0.0001
N: 3.174757 1.705571 -0.685420  -0.0185
C: 2.209315 1.639278 -0.051123  0.0654
H: 3.993798 1.775571 -1.249207  0.0039
F: 1.296460 -3.957901 -5.169958  0.0000
C: 2.200198 -3.094175 -4.681624  0.0001
F: 2.330053 -2.119458 -5.589669  0.0000
F: 3.371181 -3.743322 -4.637041  0.0000
C: 1.793785 -2.571621 -3.326927  0.0000
C: 1.710099 -3.454726 -2.256680  -0.0002
C: 1.310016 -2.991024 -1.017172  -0.0085
C: 1.003841 -1.644472 -0.834969  -0.0049
C: 1.112693 -0.768329 -1.909069  0.0406
C: 1.494948 -1.227715 -3.156027  0.0020
P: 0.427609 -0.970698 0.775644  0.0180
C: -0.995880 -2.047790 1.136019  0.0162
C: -1.849896 -2.420147 0.100190  0.0101
C: -3.079353 -2.987147 0.371907  -0.0013
C: -3.456988 -3.205861 1.691302  0.0033
C: -2.590807 -2.897467 2.731646  -0.0015
C: -1.371084 -2.307382 2.452923  0.0096
C: -4.840403 -3.723013 1.982374  -0.0002
F: -5.233684 -4.650171 1.101980  0.0001
F: -4.951402 -4.260429 3.200340  0.0000
F: -5.744111 -2.725401 1.918576  0.0001
C: 1.771739 -1.573170 1.877364  -0.0554
C: 1.969401 -2.892544 2.272427  -0.0005
C: 3.070994 -3.234651 3.040615  0.0002
C: 3.965463 -2.251267 3.437351  0.0003
C: 3.765087 -0.925527 3.073782  0.0023
C: 2.675299 -0.599072 2.294644  -0.0027
C: 5.164338 -2.553858 4.298559  0.0000
F: 6.287898 -2.056235 3.755621  0.0000
F: 5.043985 -1.980271 5.509067  0.0000
F: 5.366374 -3.855789 4.500356  0.0000
H: 1.950592 -4.497517 -2.397453  -0.0001
H: 1.232400 -3.683693 -0.194138  0.0007
H: 0.882857 0.280090 -1.769974  -0.0112
H: 1.557099 -0.550887 -3.993945  0.0004
H: -1.546358 -2.250551 -0.921178  0.0019
H: -3.745455 -3.259918 -0.433091  -0.0001
H: -2.887269 -3.102783 3.749030  -0.0001
H: -0.696868 -2.049325 3.257392  0.0010
H: 1.263282 -3.660303 1.994425  -0.0002
H: 3.234361 -4.260972 3.332347  0.0000
H: 4.459237 -0.165640 3.397971  0.0000
H: 2.513604 0.429975 2.002589  0.0118

Atoms 1-3, force components in eV/Å:
-1.0 0.0 -1.4
-0.1 0.0 0.0
0.1 0.1 0.0


Density functional theory data (wB97M-V/def2-TZVPD) for C38H30N11Ti as an isolated structure.

Computed properties:
- Energy above the lowest of the compared OMol25 structures with the same formula, charge and spin: 13.5 kcal/mol
- E_HOMO (spin up / spin down): -15.8 / -15.8 eV
- Multiplicity: 1
- Net charge: +3

Each line ends with the Mulliken charge.
Geometry (Å):
Ti: 0.133638 0.121565 -0.040903  -1.2368
C: -0.530065 4.906989 -4.483868  -1.5536
C: -0.328566 3.600377 -3.783334  0.1682
C: 0.895380 2.925080 -3.868665  -0.9710
C: 1.099463 1.730338 -3.210072  -0.2284
C: 0.083623 1.156846 -2.437901  -0.6134
N: 0.215381 -0.140075 -1.853256  1.3571
C: 0.232105 -1.256379 -2.705088  0.7236
C: 0.294794 -1.142481 -4.101419  -0.7610
C: 0.344413 -2.247599 -4.919492  -1.2971
C: 0.314742 -3.537740 -4.388026  0.0921
C: 0.373336 -4.742191 -5.271745  -1.5936
C: 0.172739 -3.661875 -3.010537  -0.6114
C: 0.130556 -2.556833 -2.172250  0.7994
N: -0.121334 -2.763876 -0.784267  0.1730
C: -0.144684 -3.950392 -0.148426  -0.0267
C: -0.701914 -3.767166 1.101406  -1.5379
C: -0.993622 -2.414618 1.162437  -0.0610
N: -0.635122 -1.796387 0.024140  0.4152
C: -1.130207 1.853562 -2.312228  0.6642
C: -1.325990 3.054375 -2.980176  -0.5046
N: -2.140690 1.367564 -1.440135  0.0454
C: -3.469427 1.585466 -1.489015  -0.0054
C: -4.030641 1.024946 -0.360900  -1.4085
C: -2.964110 0.469737 0.338460  -0.2406
N: -1.816767 0.679474 -0.315511  0.9542
H: 0.026905 4.939970 -5.418500  0.4308
H: -1.580853 5.098024 -4.692659  0.4059
H: -0.158723 5.725819 -3.861685  0.2908
H: 1.689901 3.338418 -4.477375  0.5558
H: 2.038753 1.201349 -3.317486  0.5989
H: 0.299295 -0.162782 -4.554701  0.5555
H: 0.398809 -2.113109 -5.991924  0.4523
H: 0.791345 -4.494842 -6.244447  0.4217
H: 0.957783 -5.543132 -4.821510  0.4035
H: -0.633635 -5.133512 -5.440249  0.3237
H: 0.062848 -4.659839 -2.607835  0.4436
H: 0.225246 -4.858214 -0.592909  0.4606
H: -0.881011 -4.519742 1.850296  0.5328
H: -1.459604 -1.875552 1.971587  0.4939
H: -2.260754 3.588321 -2.857318  0.5105
H: -3.936156 2.102272 -2.311582  0.5493
H: -5.074383 1.003065 -0.097774  0.5120
H: -2.974272 -0.068146 1.272537  0.4278
C: -0.332244 4.638009 0.052876  -0.8502
C: 0.320151 3.451620 -0.284852  -0.1995
N: 0.196374 2.363812 0.468326  0.2317
C: -0.534869 2.484034 1.607514  1.0452
C: -1.302698 3.616122 1.835865  -0.3554
N: -1.196246 4.682233 1.051860  -0.4673
C: -0.256264 1.411922 2.577193  -0.5440
C: -0.238879 1.587998 3.945907  -0.9150
C: 0.395559 0.625824 4.745402  0.5268
C: 1.076674 -0.422138 4.109588  -0.5347
C: 1.034056 -0.516927 2.733176  -0.2235
N: 0.298677 0.334053 1.996122  0.7533
C: 1.902134 -1.357834 1.890492  0.6613
C: 2.728447 -2.372196 2.360108  -0.4229
N: 3.575037 -3.004985 1.561531  -0.4887
C: 3.628473 -2.632241 0.291395  -0.6213
C: 2.787900 -1.643808 -0.209930  -0.2556
N: 1.921336 -1.006488 0.580703  0.6370
C: 0.444339 0.774459 6.207253  0.1115
C: 0.294897 -0.331326 7.039846  -0.5709
C: 0.335078 -0.130790 8.414865  -0.4351
N: 0.533684 1.064997 8.946116  -0.5106
C: 0.699025 2.120239 8.165096  -0.4771
C: 0.649544 2.028551 6.778858  -0.5715
H: -0.179162 5.550399 -0.510368  0.4609
H: 0.953478 3.389763 -1.159315  0.8424
H: -2.007322 3.673277 2.658206  0.4763
H: -0.676284 2.470173 4.393642  0.6733
H: 1.684474 -1.091553 4.702634  0.7124
H: 2.707334 -2.683755 3.397693  0.4297
H: 4.349365 -3.134727 -0.341676  0.4542
H: 2.819643 -1.358897 -1.254060  0.5410
H: 0.120052 -1.322657 6.638832  0.4869
H: 0.202425 -0.954921 9.105394  0.3914
H: 0.875515 3.069933 8.655669  0.3899
H: 0.809416 2.909327 6.168799  0.5074

Atoms 1-3, force components in eV/Å:
0.5 1.2 -1.4
0.0 0.1 0.0
0.0 0.0 0.0


Density functional theory data (wB97M-V/def2-TZVPD) for C38H30N2O11PSW as an isolated structure.

Computed properties:
- Energy above the lowest of the compared OMol25 structures with the same formula, charge and spin: 25.3 kcal/mol
- E_HOMO (spin up / spin down): -4.2 / -3.5 eV
- Multiplicity: 1
- Net charge: -1

Each line ends with the Mulliken charge.
Geometry (Å):
W: 0.467811 0.075051 -1.331070  1.4373
O: 3.699711 2.157251 -6.090070  -0.5667
C: 2.891911 1.592451 -5.140670  1.0383
C: 3.121111 0.306051 -4.656670  -0.7051
C: 2.299211 -0.197249 -3.659270  0.1613
N: 1.298311 0.574951 -3.107370  0.5099
C: 1.013611 1.794551 -3.664170  0.8197
C: 1.788811 2.331351 -4.662570  -0.8205
C: -0.249089 2.347951 -3.063370  0.0543
O: -0.685189 3.454551 -3.329270  -0.7895
O: -0.812689 1.480551 -2.261070  -0.4937
C: 2.267111 -1.516049 -3.004270  0.0803
O: 3.024011 -2.448449 -3.231670  -0.7759
O: 1.288111 -1.520549 -2.102670  -0.3402
H: 4.401111 1.531751 -6.307070  0.2912
H: 3.925311 -0.309949 -5.032570  0.4003
H: 1.565111 3.300151 -5.073670  0.5875
O: -2.914089 -2.037449 -3.312470  -0.7707
S: -1.719589 -2.245949 -2.535270  1.7045
O: -0.664289 -2.967249 -3.188870  -0.7562
O: -1.209189 -0.936349 -1.946170  -0.5560
C: -2.243689 -3.198849 -1.102170  -0.2964
C: -3.034689 -4.294149 -1.382070  -0.5421
C: -3.550289 -5.069849 -0.354470  -0.9247
C: -3.317689 -4.682549 0.961430  -0.8611
C: -2.549389 -3.573949 1.239630  -0.9154
C: -1.945589 -2.835649 0.212530  0.7080
P: -0.950289 -1.332249 0.559330  2.1752
C: -2.462989 -0.360149 0.978230  1.0588
C: -3.105389 0.348251 -0.038970  -0.2929
C: -4.336289 0.933151 0.190630  -0.9509
C: -4.938489 0.830251 1.436030  -0.6751
C: -4.282489 0.171751 2.462830  -0.8955
C: -3.053589 -0.422649 2.238830  -0.3911
C: -0.202689 -1.610349 2.211530  0.5473
C: 0.262111 -0.478249 2.882230  -1.1061
C: 0.994111 -0.597149 4.047030  -0.7660
C: 1.286611 -1.852149 4.557130  -0.7259
C: 0.846311 -2.981949 3.889530  -0.9753
C: 0.112911 -2.865549 2.721130  -0.4840
H: -3.245089 -4.511949 -2.417470  0.5084
H: -4.151989 -5.939049 -0.568770  0.4049
H: -3.748389 -5.249649 1.772030  0.4357
H: -2.417889 -3.262349 2.262830  0.4234
H: -2.625589 0.456051 -1.006670  0.3771
H: -4.823189 1.478051 -0.604470  0.5056
H: -5.908989 1.273751 1.607430  0.3849
H: -4.728389 0.123351 3.446530  0.4314
H: -2.539089 -0.911349 3.053930  0.3295
H: 0.058811 0.499051 2.470530  0.4791
H: 1.362311 0.289851 4.540930  0.4449
H: 1.872211 -1.949849 5.460830  0.3753
H: 1.095211 -3.963449 4.271930  0.3981
H: -0.199089 -3.758349 2.198630  0.6535
O: -1.573489 2.725451 2.033130  -0.6747
C: -0.853789 3.747151 1.504530  0.5541
C: -1.020989 5.011451 2.034430  -0.7873
C: -0.327789 6.097751 1.515630  -0.3647
C: 0.549311 5.915451 0.450030  -0.9177
C: 0.758311 4.665451 -0.074270  -0.6296
C: 0.070811 3.536451 0.438930  -0.2832
C: 0.319111 2.254551 -0.101770  1.1352
O: 1.225711 1.990651 -1.004770  -1.0138
O: -0.319889 1.146451 0.290230  0.1417
H: -1.377789 1.929351 1.503530  0.0706
H: -1.707689 5.132851 2.858330  0.4819
H: -0.482089 7.082851 1.929430  0.3951
H: 1.070311 6.767451 0.037330  0.4139
H: 1.436011 4.502251 -0.896970  0.4839
C: 3.439311 1.872551 0.394630  -1.1334
C: 3.072411 0.454151 0.715030  0.7155
C: 3.742411 -0.273949 1.665830  -1.4336
C: 3.294511 -1.597549 1.560330  -1.1667
C: 2.366011 -1.631349 0.548430  0.7928
C: 1.841211 -2.936449 0.018630  -1.6406
N: 2.179311 -0.352449 0.014230  0.7365
H: 4.373711 2.093451 0.908630  0.4715
H: 2.700011 2.602151 0.721530  0.0413
H: 3.590611 1.994651 -0.678370  0.0942
H: 4.494711 0.103351 2.331430  0.4428
H: 3.632411 -2.442649 2.129930  0.5316
H: 1.999211 -3.693949 0.787030  0.3762
H: 2.400611 -3.233049 -0.871670  0.4397
H: 0.781011 -2.933949 -0.261670  0.3779

Atoms 1-3, force components in eV/Å:
0.2 -0.4 -0.4
-0.2 -0.1 0.2
-0.3 0.0 0.3


One value per record, in order, for M: 806.5; 688.6; 937.5 g mol⁻¹.
One value per record, in order, for max |F|: 0.04540; 0.03659; 0.07796 hartree/bohr.
One value per record, in order, for DFT total energy: -4250.252211; -2917.039437; -3210.072882 Ha.